Density functional theory data (ωB97M-V with the def2-TZVPD basis set) for a molecular structure, C11H21Br10Cl3 at a distorted geometry.

## Properties
net charge	0
highest occupied orbital energy	-8.48	eV
ΔE to the lowest compared entry with this formula, charge and spin	2858.5	kJ/mol
LUMO level	-0.183	eV

CARTESIAN COORDINATES (ANGSTROEM)
Br1 10.9076 -2.6508 -13.9699
C1 11.5683 -0.7691 -14.2837
C2 10.5244 0.2495 -13.7975
Br2 11.1374 2.1275 -13.6210
H1 11.8627 -0.5714 -15.3144
H2 12.4949 -0.7743 -13.7097
H3 10.2946 -0.0447 -12.7734
H4 9.6416 0.2770 -14.4363
Br3 12.9679 4.4005 -17.7752
C3 10.9886 4.0298 -17.9410
C4 10.1737 5.0369 -17.0864
Br4 8.1965 4.7084 -17.1894
H5 10.8220 2.9827 -17.6879
H6 10.7006 4.0792 -18.9911
H7 10.4475 6.0839 -17.2162
H8 10.3583 4.9552 -16.0153
Br5 13.2905 -3.5016 -14.9069
C5 12.2005 -2.5011 -16.3112
C6 11.1349 -3.5336 -16.8906
Br6 9.9875 -2.5359 -18.0994
H9 12.8541 -1.8920 -16.9356
H10 11.8266 -1.6154 -15.7976
H11 10.6377 -4.1120 -16.1118
H12 11.6864 -4.2963 -17.4404
Br7 13.7850 0.5612 -20.1169
C7 12.4327 1.9706 -20.1703
C8 13.1182 3.2478 -19.8510
Br8 11.8322 4.7152 -20.1468
H13 11.6662 1.8186 -19.4103
H14 11.8625 1.9497 -21.0990
H15 13.9804 3.4334 -20.4914
H16 13.3932 3.3037 -18.7977
Br9 10.3625 -2.3087 -23.8504
C9 9.6611 -1.7094 -22.1384
C10 10.6421 -0.8111 -21.4660
Br10 10.9218 0.9150 -22.3588
H17 9.4484 -2.6342 -21.6021
H18 8.6594 -1.2809 -22.1727
H19 11.6066 -1.3187 -21.4556
H20 10.2833 -0.6326 -20.4523
C11 11.3289 0.3324 -18.0502
Cl1 10.9413 -0.4616 -16.4772
Cl2 11.3880 2.0345 -17.6480
Cl3 10.3342 -0.1015 -19.3952
H21 12.3555 0.0932 -18.3274

Forces on atoms 1 to 6 (eV/Å):
-3.675 2.600 2.543
0.673 -0.086 4.642
0.375 -0.610 0.818
0.115 -0.735 -0.371
1.685 0.608 3.872
-0.201 0.226 0.449